C4H6NiO as an isolated structure in a non-equilibrium geometry. Source: the Open Molecules 2025 dataset; level of theory: ωB97M-V/def2-TZVPD.

The LUMO energy (alpha / beta) comes out at -5.01 / -7.43 eV. The energy above the lowest of the compared OMol25 structures with the same formula, charge and spin comes out at 235.2 kJ/mol. The energy is -1739.04985 a.u. The value obtained for the HOMO energy (alpha / beta) is -0.4223 / -0.5058 hartree. As for the expectation value of S²: 3.76. The calculation puts the HOMO-LUMO gap (alpha / beta) at 6.48 / 6.33 eV. As for the spin multiplicity: 4. Its charge is +1.

```
12
Properties=species:S:1:pos:R:3:forces:R:3:mulliken_spin:R:1
C -1.20680 0.21051 1.23307 0.5 1.8 -2.4 0.02
C 0.04212 -0.56083 1.15518 -2.3 -2.3 1.7 0.57
C 0.84467 -0.56748 0.02949 2.1 3.8 -1.2 0.38
C 0.49464 0.30246 -1.07483 -1.7 -4.3 1.8 0.52
O 1.31778 0.66834 -1.92259 1.8 1.2 -1.3 0.35
Ni 1.27850 1.25883 -3.63433 0.0 0.2 -0.8 0.97
H -1.11212 1.00436 1.98813 -0.2 -0.2 0.1 0.05
H -2.04562 -0.44820 1.49905 0.0 0.4 -0.3 0.04
H 0.09373 -1.44811 1.79237 0.5 0.6 0.4 0.01
H 1.91326 -0.75900 0.14984 -0.1 -1.0 -0.3 0.02
H -0.35888 -0.44746 -1.39349 0.0 1.1 -0.2 0.09
H -1.26128 0.78660 0.17812 -0.8 -1.3 2.6 -0.01
```
Positions in Å, forces in eV/Å.